[1]
16
Properties=species:S:1:pos:R:3:lowdin_charge:R:1 method="wB97M-V/def2-TZVPD" de_lowest_kj_mol=182.5 homo_lumo_gap_ha=0.2868 homo_energy_ev=-8.94 smiles=CCSSC.O charge=0 spin_multiplicity=1
C -1.61 1.77 -1.50 -0.20
C -1.00 2.11 -0.16 -0.77
S 0.41 1.21 0.25 0.63
S -0.67 -1.02 -0.04 0.55
C -0.20 -1.35 1.62 -0.66
H -2.51 2.39 -1.63 0.09
H -1.82 0.76 -1.54 -0.02
H -0.92 2.01 -2.31 0.08
H -0.77 3.25 -0.17 0.10
H -1.80 2.13 0.60 0.07
H -0.85 -0.65 2.31 0.05
H -0.38 -2.46 1.85 0.05
H 0.91 -1.31 1.98 0.05
O 2.97 -2.54 -0.46 -0.11
H 2.60 -1.73 -1.00 0.09
H 2.75 -2.39 0.46 0.01

=====

[2]
13
Properties=species:S:1:pos:R:3:lowdin_charge:R:1 method="wB97M-V/def2-TZVPD" de_lowest_kj_mol=247.4 homo_lumo_gap_ha="0.2615 / 0.2616" homo_energy_ev="-12.84 / -12.84" charge=+1 spin_multiplicity=1
C 0.02 0.03 -0.44 -0.21
C -0.39 -1.05 0.46 -0.35
N 0.67 1.16 -0.44 -0.01
N -0.43 -2.30 0.03 0.14
N 1.32 2.05 0.42 0.09
I -2.84 0.12 0.02 0.39
H -0.09 -0.39 -1.46 0.14
H -0.37 -0.80 1.48 0.10
H 0.96 1.49 -1.35 0.18
H -0.36 -2.53 -0.88 0.08
H -0.69 -3.10 0.70 0.20
H 1.00 2.27 1.37 0.12
H 1.20 3.04 0.10 0.14

=====

[3]
69
Properties=species:S:1:pos:R:3:lowdin_charge:R:1 method="wB97M-V/def2-TZVPD" de_lowest_kj_mol=448.1 homo_lumo_gap_ha=0.2333 homo_energy_ev=-6.60 smiles=Cc1ccc(B(c2ccc(C)o2)[C@H](c2ccccc2)c2cccc(F)c2)o1.Cc1ccc(-c2ccc(C)o2)o1 charge=0 spin_multiplicity=1
C 3.59 0.03 3.62 -0.02
C 2.33 0.34 3.02 -0.33
C 1.42 1.38 3.16 0.00
C 0.48 1.21 2.11 -0.01
C 0.90 0.08 1.39 -0.14
B 0.95 -0.34 -0.04 -0.38
C 1.13 -1.80 -0.26 -0.12
C 0.50 -3.04 -0.10 0.02
C 1.48 -4.03 -0.38 0.00
C 2.63 -3.34 -0.72 -0.36
C 3.96 -3.68 -1.15 -0.03
O 2.44 -2.01 -0.65 0.04
C 0.35 0.75 -1.07 -0.06
C 1.73 1.52 -0.91 -0.13
C 2.97 0.86 -1.06 -0.03
C 4.12 1.28 -0.40 -0.06
C 4.13 2.48 0.32 -0.09
C 2.97 3.26 0.28 -0.07
C 1.80 2.80 -0.35 -0.03
C -0.57 1.60 -1.92 -0.20
C -0.68 1.29 -3.30 -0.03
C -1.37 2.15 -4.15 -0.07
C -1.88 3.36 -3.69 -0.02
C -1.66 3.69 -2.36 -0.23
F -2.22 4.84 -1.83 0.03
C -1.05 2.81 -1.47 -0.01
O 1.98 -0.51 2.03 0.08
H 4.13 0.98 3.74 0.09
H 3.38 -0.40 4.61 0.09
H 4.17 -0.68 3.01 0.10
H 1.48 2.17 3.90 0.11
H -0.37 1.86 1.89 0.12
H -0.53 -3.23 0.20 0.11
H 1.41 -5.11 -0.35 0.11
H 4.04 -4.75 -1.08 0.08
H 4.12 -3.33 -2.19 0.10
H 4.70 -3.17 -0.49 0.10
H 0.46 -0.14 -1.76 0.14
H 3.05 -0.06 -1.64 0.11
H 5.02 0.65 -0.38 0.11
H 5.00 2.78 0.90 0.10
H 2.96 4.21 0.83 0.11
H 0.94 3.47 -0.33 0.10
H -0.24 0.35 -3.67 0.13
H -1.52 1.85 -5.19 0.11
H -2.46 4.02 -4.30 0.11
H -0.97 3.07 -0.40 0.13
C -4.32 -3.91 1.92 -0.03
C -3.39 -2.81 1.93 -0.33
C -2.95 -1.98 2.95 -0.01
C -2.16 -0.98 2.32 0.02
C -2.26 -1.19 0.96 -0.24
C -1.66 -0.50 -0.09 -0.24
C -2.03 -0.95 -1.39 0.03
C -3.08 -0.12 -1.76 0.00
C -3.17 0.88 -0.80 -0.33
C -4.14 1.92 -0.59 0.01
O -2.11 0.83 0.02 0.04
O -2.94 -2.34 0.72 0.08
H -4.65 -4.11 2.94 0.09
H -5.19 -3.62 1.31 0.10
H -3.88 -4.84 1.52 0.09
H -3.19 -2.07 4.00 0.11
H -1.53 -0.26 2.82 0.10
H -1.66 -1.82 -1.93 0.14
H -3.72 -0.18 -2.64 0.13
H -4.74 2.00 -1.50 0.10
H -4.81 1.69 0.26 0.11
H -3.61 2.87 -0.39 0.09

=====

[4]
84
Properties=species:S:1:pos:R:3:lowdin_charge:R:1 method="wB97M-V/def2-TZVPD" homo_lumo_gap_ha="0.2259 / 0.1477" homo_energy_ev="-18.01 / -17.99" charge=+4 spin_multiplicity=1
N -6.94 5.32 -6.30 0.16
C -6.65 5.90 -5.14 -0.04
C -5.67 5.41 -4.28 0.07
C -4.89 4.27 -4.69 -0.14
C -5.26 3.66 -5.91 0.05
C -6.28 4.25 -6.68 -0.05
C -3.82 3.77 -3.81 0.05
Pb -0.23 2.55 -0.85 1.41
P 5.47 -0.62 -1.06 1.17
C -2.88 2.84 -4.17 0.05
C -2.22 1.98 -3.22 -0.26
C -1.03 1.35 -3.59 -0.02
C -0.40 0.47 -2.70 -0.28
C -1.03 -0.03 -1.53 -0.51
C -2.13 0.83 -1.05 -0.28
C -2.75 1.73 -1.94 -0.06
Br 1.51 0.03 -0.31 0.15
H -3.82 4.22 -2.81 0.14
H -2.58 2.77 -5.23 0.16
H -5.49 5.87 -3.31 0.13
H -4.82 2.71 -6.26 0.14
H -7.21 6.78 -4.86 0.14
H -6.57 3.82 -7.65 0.14
H -0.61 1.50 -4.59 0.16
H -3.72 2.19 -1.69 0.15
H 0.62 0.10 -2.89 0.09
H -2.59 0.60 -0.08 0.09
P -0.81 -1.82 -1.12 1.02
C 4.95 1.10 -0.74 -0.40
C 6.04 2.11 -1.13 -0.13
H 4.73 1.16 0.33 0.09
H 4.04 1.24 -1.33 0.04
H 5.76 3.11 -0.77 0.09
H 7.02 1.86 -0.72 0.08
H 6.18 2.19 -2.22 0.08
C 4.90 -1.17 -2.69 -0.37
C 5.68 -2.35 -3.31 -0.12
H 4.99 -0.30 -3.35 0.10
H 3.84 -1.43 -2.52 0.07
H 5.34 -2.51 -4.33 0.09
H 6.75 -2.15 -3.35 0.09
H 5.54 -3.30 -2.78 0.08
C 4.86 -1.82 0.15 -0.37
C 5.73 -1.90 1.41 -0.13
H 4.88 -2.78 -0.38 0.09
H 3.84 -1.52 0.38 0.02
H 5.28 -2.53 2.18 0.09
H 6.72 -2.30 1.17 0.09
H 5.89 -0.93 1.88 0.07
C -0.68 -3.13 0.27 -0.28
C -1.57 -4.39 0.21 -0.09
H -0.84 -2.63 1.23 0.08
H 0.37 -3.46 0.27 0.09
H -2.60 -4.20 0.55 0.08
H -1.65 -4.81 -0.80 0.08
H -1.17 -5.19 0.85 0.11
C 0.25 -2.75 -2.36 -0.31
C -0.20 -2.68 -3.82 -0.11
H 0.25 -3.79 -2.03 0.10
H 1.28 -2.41 -2.28 0.06
H -1.11 -3.26 -4.01 0.09
H -0.40 -1.65 -4.15 0.06
H 0.59 -3.08 -4.47 0.10
C -2.53 -2.07 -1.71 -0.31
C -3.53 -1.66 -0.62 -0.11
H -2.68 -3.09 -2.08 0.11
H -2.64 -1.41 -2.60 0.10
H -4.31 -0.99 -0.98 0.10
H -4.01 -2.54 -0.20 0.09
H -3.07 -1.16 0.24 0.06
C -1.33 0.17 5.64 -0.05
N -1.11 -0.17 4.22 -0.05
C -0.27 0.64 3.47 -0.78
S -0.81 1.59 2.12 0.50
N 1.02 0.65 3.87 -0.01
C 1.56 -0.27 4.89 -0.03
H -0.48 0.70 6.07 0.09
H -1.46 -0.75 6.21 0.10
H -2.22 0.79 5.79 0.10
H -1.99 -0.32 3.71 0.11
H 1.64 1.27 3.37 0.13
H 2.56 -0.62 4.60 0.10
H 1.65 0.24 5.85 0.10
H 0.89 -1.13 5.00 0.09

=====

no.,DFT total energy (a.u.)
1,-991.84211
2,-542.01162
3,-1700.89659
4,-5106.18778